1.
Entry from the OMol25 dataset: a structure of composition C28H21CaCl2N7O2S (ωB97M-V with the def2-TZVPD basis set).

Geometry (Å):
Ca  0.547  -0.862  0.081
Cl  6.084  3.788  1.485
C  5.196  2.410  0.873
C  3.910  2.189  1.340
C  3.149  1.105  0.897
N  1.878  0.769  1.396
C  1.237  1.555  2.228
O  1.517  2.720  2.640
C  -0.081  0.992  2.752
C  -0.793  1.688  3.724
C  -2.026  1.203  4.127
C  -2.525  0.053  3.537
C  -1.749  -0.582  2.578
N  -0.548  -0.137  2.223
C  3.707  0.223  -0.077
C  5.014  0.469  -0.519
C  5.744  1.550  -0.053
Cl  7.365  1.790  -0.665
N  2.910  -0.839  -0.498
C  3.405  -1.801  -1.292
O  4.532  -1.935  -1.796
C  2.375  -2.870  -1.640
C  2.475  -3.546  -2.853
C  1.460  -4.415  -3.211
C  0.399  -4.618  -2.342
C  0.414  -3.945  -1.132
N  1.379  -3.086  -0.791
H  3.490  2.863  2.065
H  -0.368  2.595  4.128
H  -2.600  1.732  4.879
H  -3.499  -0.342  3.794
H  -2.098  -1.453  2.031
H  5.450  -0.199  -1.241
H  3.323  -3.340  -3.490
H  1.480  -4.913  -4.174
H  -0.453  -5.232  -2.600
H  -0.401  -4.056  -0.431
C  -3.521  4.287  -0.295
N  -2.437  4.482  0.638
C  -2.446  5.347  1.720
C  -1.274  5.183  2.366
N  -0.545  4.251  1.666
C  -1.259  3.781  0.608
S  -0.825  2.598  -0.491
H  -3.666  5.175  -0.912
H  -4.442  4.059  0.243
H  -3.254  3.443  -0.929
H  -3.281  5.992  1.926
H  -0.897  5.660  3.252
H  0.326  3.775  1.981
N  -1.330  -1.647  -0.816
C  -2.078  -2.369  -1.588
C  -2.933  -3.464  -1.119
C  -3.582  -4.341  -1.960
C  -3.519  -4.225  -3.357
C  -2.776  -3.143  -3.862
C  -2.114  -2.255  -3.047
H  -2.998  -3.591  -0.040
H  -4.164  -5.153  -1.524
H  -4.037  -4.917  -4.011
H  -2.714  -3.006  -4.941
H  -1.532  -1.446  -3.480

HOMO energy in Ha: 0.0112
Orbital gap in Eh: 0.1376
LUMO energy in eV: 4.1
2S+1: 1
Charge: -2

2.
Entry from the OMol25 dataset: a cluster of 2 separate species, CH2N2O2S2 in total (ωB97M-V with the def2-TZVPD basis set).

Geometry (Å):
C  0.197  3.098  -1.697
N  -1.011  3.083  -1.795
N  -2.024  3.316  -0.868
O  -3.096  3.073  -1.215
O  -1.651  3.692  0.202
S  1.692  2.995  -2.054
S  0.560  -0.190  -0.488
H  1.650  0.336  0.017
H  1.104  0.083  -1.729

HOMO energy in Ha: -0.3662
Orbital gap in Eh: 0.3364
LUMO energy in eV: -0.8
2S+1: 1
Charge: 0

3.
Entry from the OMol25 dataset: a cluster of 2 separate species, C2H2NO3 in total (ωB97M-V with the def2-TZVPD basis set).

Geometry (Å):
C  0.019  0.046  -0.586
C  0.430  2.366  -1.001
N  0.790  0.869  -1.135
O  1.433  2.919  -0.739
O  2.294  -0.627  -1.795
O  -0.739  2.590  -1.150
H  0.535  -0.926  -0.452
H  -0.965  0.437  -0.254

HOMO energy (alpha / beta) in Ha: -0.1704 / -0.1750
Orbital gap (alpha / beta) in Eh: 0.2790 / 0.3023
LUMO energy (alpha / beta) in eV: 3.0 / 3.5
2S+1: 1
Charge: -1

4.
Entry from the OMol25 dataset: a cluster of 2 separate species, C4H14N3 in total (ωB97M-V with the def2-TZVPD basis set).

Geometry (Å):
C  -0.786  0.249  2.629
C  0.856  -0.587  1.023
N  0.579  0.006  2.177
N  2.045  -0.391  0.461
N  -0.036  -1.395  0.476
H  1.339  0.378  2.720
H  2.713  0.313  0.728
H  2.446  -1.083  -0.154
H  -0.647  -1.983  1.028
H  0.096  -1.689  -0.483
H  -1.132  -0.483  3.346
H  -1.454  0.394  1.791
H  -0.827  1.207  3.139
C  -1.039  0.028  -2.567
C  -0.247  1.259  -2.107
H  -1.883  0.214  -3.236
H  -0.382  -0.630  -3.161
H  -1.389  -0.553  -1.711
H  0.759  0.996  -1.792
H  -0.826  1.795  -1.358
H  -0.184  1.955  -2.947

HOMO energy in Ha: -0.5486
Orbital gap in Eh: 0.4339
LUMO energy in eV: -3.1
2S+1: 1
Charge: +1

5.
Entry from the OMol25 dataset: the molecule CH3NO3S (ωB97M-V with the def2-TZVPD basis set).

Geometry (Å):
C  0.171  0.573  0.072
N  -0.093  -1.011  0.664
O  -1.127  -1.263  1.288
O  0.814  -1.750  0.254
O  1.434  0.725  -0.169
S  -0.760  0.738  -1.460
H  -0.190  1.278  0.905
H  1.637  -0.165  -0.571
H  -1.885  0.875  -0.984

HOMO energy in Ha: -0.3719
Orbital gap in Eh: 0.3649
LUMO energy in eV: -0.2
2S+1: 1
Charge: 0

6.
Entry from the OMol25 dataset: a structure of composition C32H24N5O2Pt (ωB97M-V with the def2-TZVPD basis set).

Geometry (Å):
Pt  0.927  -0.531  -0.084
C  -0.932  0.155  -3.472
O  -1.255  0.215  -2.063
C  -2.248  -0.526  -1.614
C  -3.032  -1.351  -2.414
C  -4.167  -1.941  -1.889
C  -4.601  -1.721  -0.566
C  -3.855  -0.920  0.236
C  -2.607  -0.363  -0.220
N  -1.978  0.302  0.739
N  -0.689  0.538  0.815
C  -0.379  1.476  1.753
C  0.885  1.243  2.595
O  1.653  0.357  2.305
C  1.060  2.078  3.781
C  0.168  3.018  4.093
C  -0.988  3.301  3.248
C  -1.878  4.289  3.606
C  -2.971  4.591  2.787
C  -3.175  3.926  1.579
C  -2.306  2.929  1.206
C  -1.222  2.553  2.047
H  -0.613  -0.852  -3.737
H  -0.117  0.855  -3.611
H  -1.793  0.460  -4.063
H  -2.789  -1.503  -3.454
H  -4.766  -2.568  -2.539
H  -5.515  -2.173  -0.211
H  -4.135  -0.715  1.261
H  1.942  1.877  4.375
H  0.291  3.625  4.982
H  -1.729  4.840  4.525
H  -3.651  5.379  3.085
H  -3.992  4.213  0.932
H  -2.419  2.474  0.231
C  2.063  3.127  -2.128
C  3.283  2.751  -2.666
C  3.743  1.457  -2.463
C  2.983  0.577  -1.720
N  1.796  0.965  -1.171
C  1.351  2.205  -1.383
C  3.354  -0.846  -1.488
C  4.506  -1.489  -1.900
C  4.670  -2.832  -1.576
C  3.700  -3.510  -0.848
C  2.563  -2.821  -0.460
N  2.426  -1.533  -0.803
C  1.425  -3.330  0.341
C  1.282  -4.644  0.736
C  0.166  -5.016  1.472
C  -0.779  -4.056  1.792
C  -0.579  -2.754  1.371
N  0.491  -2.391  0.660
H  1.664  4.120  -2.277
H  3.872  3.453  -3.241
H  4.688  1.143  -2.884
H  0.395  2.451  -0.941
H  5.272  -0.965  -2.452
H  5.566  -3.352  -1.887
H  3.840  -4.548  -0.583
H  2.032  -5.378  0.475
H  0.043  -6.042  1.793
H  -1.660  -4.302  2.368
H  -1.278  -1.970  1.622

HOMO energy in Ha: -0.6223
Orbital gap in Eh: 0.2114
LUMO energy in eV: -11.2
2S+1: 1
Charge: +3